Entry 1:
# C3H8N2O

2 unconnected molecules or ions with the total composition C3H8N2O in a non-equilibrium geometry (wB97M-V/def2-TZVPD, the Open Molecules 2025 dataset).

Computed properties:
total energy	-8267.96735	eV
charge	0
structure (SMILES)	CCCO.N#N

Last column: Mulliken charge in e.
Element x y z (Å)
C: -0.8668 -0.6686 0.5240  -0.49
C: -1.0294 0.6926 -0.1502  -0.37
C: 0.1917 1.5840 0.0492  -1.04
O: 0.2396 -1.4149 0.0985  -0.54
N: 2.6330 -1.7434 0.0164  0.09
N: 2.3716 -2.1780 -0.9773  -0.11
H: 0.5899 -1.6265 -0.9377  0.40
H: -0.7070 -0.5258 1.5989  0.31
H: -1.7892 -1.2583 0.4111  0.25
H: -1.9110 1.1767 0.2743  0.32
H: -1.2193 0.5476 -1.2168  0.30
H: 1.0801 1.0944 -0.3502  0.24
H: 0.3577 1.7768 1.1088  0.31
H: 0.0591 2.5434 -0.4491  0.33

---

Entry 2:
# C3H8N2O

C3H8N2O in the gas phase (wB97M-V/def2-TZVPD, the Open Molecules 2025 dataset).

Computed properties:
total energy	-8268.90411	eV
charge	0
structure (SMILES)	CN(C)C(N)=O

Last column: Mulliken charge in e.
Element x y z (Å)
C: -0.9647 -0.6118 0.8536  -0.98
N: -0.1988 0.1004 -0.1429  0.06
C: -0.8999 1.1733 -0.8076  -1.01
C: 1.0787 -0.1866 -0.5447  0.61
O: 1.5431 0.1992 -1.6045  -0.64
N: 1.8124 -0.9340 0.3672  -0.51
H: -0.3891 -1.3939 1.3522  0.42
H: -1.3519 0.0687 1.6301  0.29
H: -1.7863 -1.0949 0.3101  0.33
H: -0.5965 1.2477 -1.8534  0.35
H: -1.9768 0.9811 -0.7380  0.33
H: -0.6660 2.1211 -0.3056  0.28
H: 2.7981 -0.9185 0.1458  0.27
H: 1.5978 -0.7518 1.3377  0.21

---

Entry 3:
# C3H8N2O

2 unconnected molecules or ions with the total composition C3H8N2O in a non-equilibrium geometry (wB97M-V/def2-TZVPD, the Open Molecules 2025 dataset).

Computed properties:
total energy	-8266.14667	eV
charge	0
structure (SMILES)	CCC#N.NO

Last column: Mulliken charge in e.
Element x y z (Å)
C: 1.1339 0.1343 -0.3025  -0.04
C: 2.4714 -0.4329 0.1455  -1.13
H: 2.5841 -1.4870 -0.1286  0.33
H: 0.9066 1.0262 0.2959  0.27
H: 1.2057 0.4785 -1.3394  0.22
H: -1.3500 0.8253 0.8586  0.34
H: 3.2945 0.1200 -0.3168  0.32
H: 2.5739 -0.3571 1.2333  0.30
N: -3.1436 0.3118 0.1724  -0.42
O: -2.0094 1.2126 0.2114  -0.43
C: 0.0667 -0.9251 -0.2481  0.14
N: -0.5661 -1.8893 -0.1232  -0.40
H: -3.9551 0.9009 0.3642  0.25
H: -3.2126 0.0818 -0.8226  0.25

---

Entry 4:
# C3H8N2O

C3H8N2O in the gas phase in a non-equilibrium geometry (wB97M-V/def2-TZVPD, the Open Molecules 2025 dataset).

Computed properties:
total energy	-8268.29245	eV
charge	0
structure (SMILES)	C[C@H](N)C(N)=O

Last column: Mulliken charge in e.
Element x y z (Å)
N: -1.7267 -0.2051 -0.1521  -0.76
C: -0.4460 0.2250 0.5647  0.25
C: -0.0893 -0.5898 1.8336  -1.11
C: 0.6382 0.2301 -0.4665  0.42
N: 0.3205 0.8844 -1.6488  -0.46
O: 1.7214 -0.2831 -0.2830  -0.59
H: -1.4450 -0.9532 -0.7978  0.26
H: -2.2048 -0.8059 0.5219  0.25
H: -0.7410 1.2620 0.7803  0.26
H: 0.5934 -1.2590 1.3020  0.32
H: 0.4812 -0.1251 2.6340  0.30
H: -0.8821 -1.2416 2.1687  0.32
H: 0.6952 0.6726 -2.5576  0.24
H: -0.6839 1.0020 -1.7172  0.30

---

Entry 5:
# C3H8N2O

2 unconnected molecules or ions with the total composition C3H8N2O in a non-equilibrium geometry (wB97M-V/def2-TZVPD, the Open Molecules 2025 dataset).

Computed properties:
total energy	-8265.86212	eV
charge	0
structure (SMILES)	[H]/N=C/N.C=CO

Last column: Mulliken charge in e.
Element x y z (Å)
C: 2.7645 -0.3452 0.1325  -0.69
C: 1.3923 -0.3280 0.0212  0.12
O: 0.7960 0.8208 -0.3945  -0.63
H: 3.2567 0.4832 -0.4571  0.21
H: 3.2820 -1.3001 0.2369  0.27
H: 0.8264 -1.1803 0.4263  0.25
H: 0.2559 0.9781 0.4113  0.38
N: -1.7397 0.4225 -1.0637  -0.38
C: -1.8766 -0.1757 0.2206  0.10
N: -1.1641 0.3088 1.2560  -0.64
H: -0.9526 0.8387 -1.6669  0.29
H: -2.5488 0.1464 -1.6087  0.21
H: -2.6537 -0.9751 0.3265  0.32
H: -1.6384 0.3060 2.1597  0.19

---

Entry 6:
# C3H8N2O

2 unconnected molecules or ions with the total composition C3H8N2O in a non-equilibrium geometry (wB97M-V/def2-TZVPD, the Open Molecules 2025 dataset).

Computed properties:
total energy	-8264.51807	eV
charge	0
structure (SMILES)	N=C=CN.CO

Last column: Mulliken charge in e.
Element x y z (Å)
C: 1.1565 0.8618 0.0289  -0.54
C: -2.3385 -0.5001 -0.0152  -0.61
C: 0.8395 -0.3705 0.4993  0.48
N: 2.3777 1.0894 -0.6553  -0.48
O: -1.5084 0.5697 0.3414  -0.55
N: 0.7963 -1.5821 0.4100  -0.46
H: 0.4746 -2.2280 1.1221  0.30
H: 2.6402 1.8276 -1.2936  0.17
H: 3.1017 0.3891 -0.5549  0.16
H: 0.8803 1.6794 0.6869  0.36
H: -0.6594 0.7727 -0.2987  0.40
H: -2.9139 -0.8182 0.8614  0.25
H: -3.0738 -0.3043 -0.8026  0.26
H: -1.7726 -1.3867 -0.3298  0.28

---

Entry 7:
# C3H8N2O

C3H8N2O in the gas phase (wB97M-V/def2-TZVPD, the Open Molecules 2025 dataset).

Computed properties:
total energy	-8268.82954	eV
charge	0
structure (SMILES)	CN(C)C(N)=O

Last column: Mulliken charge in e.
Element x y z (Å)
C: 0.4043 1.4444 0.6614  -0.89
N: -0.1521 0.1460 0.3151  -0.05
C: 0.5864 -0.9456 0.9468  -0.97
C: -0.2962 -0.0175 -1.0869  0.51
O: 0.3655 0.5734 -1.9163  -0.59
N: -1.2805 -0.9200 -1.4051  -0.43
H: -0.1734 2.2282 0.1660  0.31
H: 0.3176 1.5766 1.7451  0.31
H: 1.4558 1.5529 0.3598  0.32
H: 1.6559 -0.9144 0.6775  0.34
H: 0.5047 -0.8634 2.0360  0.34
H: 0.1777 -1.9094 0.6350  0.32
H: -1.5219 -0.9559 -2.3840  0.25
H: -2.0438 -0.9954 -0.7502  0.25

---

Entry 8:
# C3H8N2O

2 unconnected molecules or ions with the total composition C3H8N2O in a non-equilibrium geometry (wB97M-V/def2-TZVPD, the Open Molecules 2025 dataset).

Computed properties:
total energy	-8262.33657	eV
charge	0
⟨S²⟩	2.021
spin multiplicity	3

Last column: Mulliken spin population.
Element x y z (Å)
C: -2.0618 0.7940 1.2744  0.48
C: -0.9517 0.2818 0.7990  -0.06
C: -0.1011 0.8691 -0.2126  0.50
N: 1.8625 1.3789 -1.0950  0.77
N: 1.1625 0.6317 -0.3055  0.26
O: -0.4962 1.9313 -0.9877  0.07
H: -2.5454 0.1920 2.0742  0.01
H: -2.3077 1.7963 0.9376  0.01
H: -0.5120 -0.6876 1.0990  0.00
H: 1.8124 -1.3963 -1.0310  0.01
H: 2.0269 -2.0837 -1.0645  0.00
H: 2.7411 0.9338 -1.0973  -0.01
H: 1.3597 -0.1145 0.3531  -0.02
H: 0.2835 2.3173 -1.4773  0.00

---

Entry 9:
# C3H8N2O

2 unconnected molecules or ions with the total composition C3H8N2O in a non-equilibrium geometry (wB97M-V/def2-TZVPD, the Open Molecules 2025 dataset).

Computed properties:
total energy	-8258.10614	eV
charge	+1
⟨S²⟩	0.766
spin multiplicity	2

Last column: Mulliken spin population.
Element x y z (Å)
O: -1.3193 1.1339 -1.3941  0.01
C: -0.3167 0.8661 -1.9674  0.00
C: 1.0145 0.9179 -1.2870  0.00
H: -0.2313 0.8200 -3.0311  0.00
H: 1.6894 1.2251 -2.1440  0.00
H: 1.3342 -0.0963 -0.9370  0.00
H: 1.0512 1.6856 -0.5060  0.00
N: -0.1997 -0.4278 2.3139  0.32
C: -0.1653 -1.3343 1.3665  -0.02
N: -1.1616 -1.6318 0.5901  0.72
H: 0.7105 -0.1208 2.6229  -0.01
H: -1.0281 0.1771 2.4026  -0.01
H: 0.7669 -1.9898 1.2328  0.01
H: -2.1447 -1.2248 0.7378  -0.01

---

Entry 10:
# C3H8N2O2

2 unconnected molecules or ions with the total composition C3H8N2O2 in a non-equilibrium geometry (wB97M-V/def2-TZVPD, the Open Molecules 2025 dataset).

Computed properties:
total energy	-10312.77450	eV
charge	0
structure (SMILES)	[H]/N=C\O.C=NCO

Last column: Mulliken charge in e.
Element x y z (Å)
C: 1.0352 1.3030 0.2207  -0.30
C: -0.1676 -0.5892 -1.3690  -0.34
C: 0.1777 -0.4968 1.3943  0.07
N: -1.2834 -0.0597 -1.6176  -0.47
N: 1.1819 0.4311 1.1084  -0.48
O: 1.0576 0.0170 -1.6240  -0.51
O: -1.0888 0.0989 1.3533  -0.49
H: 1.9214 1.7090 -0.2060  0.31
H: 0.0465 1.5978 -0.1019  0.30
H: -0.2836 -1.6398 -1.1483  0.52
H: 0.3366 -1.1438 2.2397  0.37
H: 0.2311 -1.1077 0.5054  0.05
H: -1.3141 0.9969 -1.6396  0.29
H: 1.8165 -0.5200 -1.3570  0.37
H: -1.4831 0.4618 2.1304  0.29

---

Entry 11:
# C3H8N2O2

2 unconnected molecules or ions with the total composition C3H8N2O2 in a non-equilibrium geometry (wB97M-V/def2-TZVPD, the Open Molecules 2025 dataset).

Computed properties:
total energy	-10316.66034	eV
charge	0
structure (SMILES)	CC(N)=O.NC=O

Last column: Mulliken charge in e.
Element x y z (Å)
C: 1.9613 -0.1217 -0.3293  -1.00
C: 0.6207 -0.7441 -0.5909  0.75
N: -0.0232 -0.3268 -1.7468  -0.37
O: 0.1046 -1.5945 0.1246  -0.71
H: -0.8666 -0.8123 -2.0255  0.25
H: 0.4228 0.2745 -2.4270  0.18
H: 1.8489 0.6897 0.3940  0.23
H: 2.6452 -0.8758 0.0673  0.29
H: 2.4003 0.2761 -1.2484  0.36
N: -1.4488 0.0328 1.7877  -0.34
C: -1.7026 0.9785 0.8395  0.09
O: -1.3173 2.1425 0.9747  -0.59
H: -1.1168 0.3365 2.6940  0.22
H: -1.1848 -0.9020 1.4783  0.31
H: -2.3437 0.6467 0.0076  0.34

---

Entry 12:
# C3H8N2O2

2 unconnected molecules or ions with the total composition C3H8N2O2 in a non-equilibrium geometry (wB97M-V/def2-TZVPD, the Open Molecules 2025 dataset).

Computed properties:
total energy	-10312.56169	eV
charge	0

Last column: Mulliken charge in e.
Element x y z (Å)
C: -1.0532 -0.0565 -0.1790  0.33
C: 1.8458 0.5826 -0.4931  -0.46
N: 1.3168 -0.5938 -0.9810  -0.51
C: 0.3086 -0.6502 0.2877  0.42
N: -1.9615 -0.1419 0.9402  -0.70
O: -0.9649 1.2764 -0.6138  -0.58
O: 0.3878 -1.6671 0.9661  -0.63
H: -1.1351 1.8149 0.1721  0.36
H: 1.9395 -1.3789 -0.8078  0.32
H: -1.3437 -0.6419 -1.0601  0.29
H: -2.9244 -0.1894 0.6299  0.23
H: -1.7578 -0.9629 1.5002  0.24
H: 2.9063 0.5970 -0.2433  0.29
H: 1.3802 1.4940 -0.8504  0.29
H: 1.0557 0.5178 0.7323  0.11

---

Entry 13:
# C3H8N2O2

C3H8N2O2 in the gas phase in a non-equilibrium geometry (wB97M-V/def2-TZVPD, the Open Molecules 2025 dataset).

Computed properties:
total energy	-10312.73350	eV
charge	0
structure (SMILES)	CNC(N)=C(O)O

Last column: Mulliken charge in e.
Element x y z (Å)
C: -0.6567 -1.3061 -0.3146  -0.86
C: 1.9763 1.1966 0.0148  -0.90
C: -0.2074 0.0571 0.0202  0.68
N: -0.9818 1.0745 0.4455  -0.37
O: -1.1333 -1.9684 0.8494  -0.45
O: -1.6143 -1.3336 -1.3520  -0.35
N: 1.0800 0.0936 -0.2700  -0.12
H: -2.4958 -1.1666 -0.9783  0.26
H: -1.1175 -2.9145 0.6731  0.31
H: 1.0868 -1.0552 -0.4662  0.42
H: -1.9463 0.8406 0.6287  0.22
H: -0.6315 2.0178 0.5131  0.22
H: 2.9792 0.9335 -0.3160  0.33
H: 1.6577 2.0895 -0.5308  0.28
H: 2.0046 1.4411 1.0831  0.32

---

Entry 14:
# C3H8N2O2

3 unconnected molecules or ions with the total composition C3H8N2O2 in a non-equilibrium geometry (wB97M-V/def2-TZVPD, the Open Molecules 2025 dataset).

Computed properties:
total energy	-10315.32510	eV
charge	0
structure (SMILES)	c1c[nH]cn1.O.O

Last column: Mulliken charge in e.
Element x y z (Å)
C: 1.9220 -1.1219 0.6583  -0.46
C: 0.6643 -1.2430 1.1044  -0.31
N: -0.2522 -0.6844 0.2010  -0.44
C: 0.4688 -0.3664 -0.8375  0.01
N: 1.8199 -0.4671 -0.5809  -0.15
H: 2.8369 -1.4742 1.0986  0.37
H: 0.1594 -1.6909 1.9455  0.41
H: 0.2527 -0.2849 -1.8912  0.30
H: 2.4625 -0.6846 -1.3208  0.29
H: -0.9403 1.6360 0.5556  0.31
H: -1.1147 2.4481 1.7244  0.32
O: -1.2162 2.5567 0.7650  -0.65
H: -2.1290 -0.2449 -1.4325  0.33
H: -2.5821 0.9293 -0.5481  0.32
O: -2.3520 0.6924 -1.4417  -0.65

---

Entry 15:
# C3H8N2O2

A molecular structure, C3H8N2O2 in a non-equilibrium geometry (wB97M-V/def2-TZVPD, the Open Molecules 2025 dataset).

Computed properties:
total energy	-10309.94589	eV
charge	0

Last column: Mulliken charge in e.
Element x y z (Å)
C: -1.0590 0.8598 1.8356  -0.87
C: -0.6037 0.2976 -0.3881  0.50
C: 1.4842 -1.0944 -1.7776  -0.52
H: -0.2145 0.4537 2.6919  0.22
H: -1.8619 0.9974 2.5075  0.35
H: -0.5394 1.7621 1.6060  0.36
H: -2.1582 -0.2314 0.3789  0.29
H: 0.8416 -0.1068 0.9004  0.28
H: 0.9917 -1.9771 -0.7958  0.23
H: 2.6327 -1.1943 -2.1687  0.24
H: 0.6312 -0.7623 -2.8235  0.25
N: -1.3077 -0.0798 0.7458  -0.32
N: 0.6642 0.2722 -0.1047  -0.05
O: -1.1928 0.5265 -1.5403  -0.68
O: 1.6913 0.2768 -1.0673  -0.29

---

Entry 16:
# C3H8N2O2

A molecular structure, C3H8N2O2 in a non-equilibrium geometry (wB97M-V/def2-TZVPD, the Open Molecules 2025 dataset).

Computed properties:
total energy	-10311.55882	eV
charge	0

Last column: Mulliken charge in e.
Element x y z (Å)
C: 0.2330 -0.8806 -1.2018  -0.63
C: 0.5494 0.4461 -0.5116  0.24
C: -0.6844 0.1482 0.3106  -0.36
N: -0.8767 -1.0325 -0.2628  0.59
N: 0.6407 1.5546 -1.4711  -0.65
O: -1.7108 -1.9164 -0.1683  -0.76
O: 0.1194 -0.2819 2.5370  -0.49
H: -0.2573 -0.6651 -2.2003  0.30
H: 1.0086 -1.6580 -1.0857  0.28
H: 1.4349 0.4762 0.2826  0.17
H: -1.4699 0.5167 1.0669  0.34
H: 0.9563 -0.1121 2.8240  0.23
H: 0.4387 2.4812 -1.0356  0.24
H: 0.0047 1.3709 -2.3577  0.23
H: -0.3864 -0.4472 3.2739  0.27

---

Entry 17:
# C3H8N2O2

A molecular structure, C3H8N2O2 in a non-equilibrium geometry (wB97M-V/def2-TZVPD, the Open Molecules 2025 dataset).

Computed properties:
total energy	-10307.89626	eV
charge	0

Last column: Mulliken charge in e.
Element x y z (Å)
C: 0.9516 -0.6654 0.9576  0.16
C: 0.2117 0.0442 -0.1354  -0.29
N: 1.4446 0.2481 -1.0920  -0.33
C: 2.4052 0.0787 -0.0847  -0.03
N: 2.1519 -0.2139 1.2368  -0.39
H: 0.6762 -1.6904 1.2153  0.34
H: -0.4874 -0.6002 -0.6682  0.38
H: 1.9622 1.1718 -0.4744  0.31
H: 3.4377 -0.1551 -0.3483  0.41
H: -0.1529 1.0119 0.2021  0.32
H: -2.8306 -1.0580 1.2318  0.17
O: -2.1207 -0.6452 0.7048  -0.85
H: -3.0004 1.3960 -1.4636  0.20
H: -2.3796 0.1843 -0.1872  0.42
O: -2.2695 0.8930 -1.0946  -0.82

---

Entry 18:
# C3H8N2O2

2 unconnected molecules or ions with the total composition C3H8N2O2 in a non-equilibrium geometry (wB97M-V/def2-TZVPD, the Open Molecules 2025 dataset).

Computed properties:
total energy	-10314.82053	eV
charge	0
structure (SMILES)	N/C=C/N.O=CO

Last column: Mulliken charge in e.
Element x y z (Å)
C: 0.3691 0.8851 0.8191  -0.91
C: 0.3054 -0.2570 1.5122  0.09
N: 1.2208 -1.3294 1.4959  -0.47
N: -0.6951 1.7606 0.5359  -0.61
H: 1.3361 1.1583 0.3942  0.47
H: -0.6132 -0.5313 2.0235  0.34
H: 1.1391 -1.8834 2.3370  0.24
H: 2.1794 -1.0251 1.3915  0.22
H: -1.5318 1.3209 0.1726  0.26
H: -0.4893 2.4333 -0.1833  0.30
O: -1.5598 0.3089 -2.8251  -0.47
C: -0.9537 -0.6273 -2.3925  0.17
O: 0.2354 -0.5452 -1.7998  -0.43
H: -1.3238 -1.6537 -2.4844  0.36
H: 0.3814 -0.0147 -0.9968  0.45

---

Entry 19:
# C3H8N2O2

C3H8N2O2 in the gas phase in a non-equilibrium geometry (wB97M-V/def2-TZVPD, the Open Molecules 2025 dataset).

Computed properties:
total energy	-10310.46068	eV
charge	0

Last column: Mulliken charge in e.
Element x y z (Å)
C: 1.1803 -1.3049 -0.0744  -0.15
N: -0.0516 -1.7572 0.0869  -0.04
N: 1.1682 1.8864 0.2805  -0.48
C: -0.8817 0.4568 -0.3503  0.44
C: -1.1094 -0.9713 -0.4768  -1.02
O: 0.6573 0.7028 -0.3379  -0.28
O: -1.3264 1.0555 0.8615  -0.54
H: -1.6361 0.3285 1.4156  0.37
H: -0.2553 -2.2593 0.9436  0.26
H: 1.0959 2.6086 -0.4347  0.24
H: 0.4957 2.1224 1.0109  0.29
H: 1.5673 -1.0731 -1.0524  0.21
H: 1.9429 -1.4852 0.6723  0.31
H: -1.2682 1.0530 -1.1805  0.20
H: -1.5789 -1.3627 -1.3642  0.20

---

Entry 20:
# C3H8N2O2

2 unconnected molecules or ions with the total composition C3H8N2O2 in a non-equilibrium geometry (wB97M-V/def2-TZVPD, the Open Molecules 2025 dataset).

Computed properties:
total energy	-10307.74692	eV
charge	0

Last column: Mulliken charge in e.
Element x y z (Å)
C: -1.3477 2.3465 0.5339  -1.06
C: 3.4660 -0.0068 -0.1946  -0.52
C: -1.6241 0.8401 0.0707  -0.18
N: -0.5253 0.1699 -0.5238  -0.32
N: 1.2227 0.2215 0.4708  0.44
O: 1.4460 1.1718 1.2279  -0.48
O: 2.1286 -0.3988 -0.2090  -0.18
H: -2.2128 2.8185 0.9703  0.33
H: -0.5326 2.3281 1.0949  0.34
H: -1.1686 2.8716 -0.3832  0.28
H: 3.7301 0.5901 -1.0398  0.27
H: 3.9510 -1.0394 -0.3121  0.22
H: 3.7507 0.5248 0.7809  0.27
H: -2.3176 0.7782 -0.7886  0.31
H: -2.0555 0.2105 0.9236  0.26